# 1
Here is a molecular structure, C24H57AsGeNPdSi5 from the OMol25 dataset. Energies are from wB97M-V/def2-TZVPD.

The geometry in ORCA input format:
```
! RIJCOSX wB97M-V def2-TZVPD def2/J DEFGRID3
* xyz -1 1
Pd 0.702 -1.286 0.609
C 4.405 -0.385 -1.975
Si 2.800 -0.934 -1.136
C 1.778 -1.760 -2.492
C 3.325 -2.382 -0.044
C 1.897 0.350 -0.132
Si 2.540 0.871 1.560
C 1.976 2.615 2.042
C 1.955 -0.047 3.105
C 4.431 0.905 1.653
Si 1.584 1.828 -1.201
C 1.115 1.446 -2.985
C 3.145 2.895 -1.348
C 0.225 3.124 -0.767
C 0.529 4.413 -0.322
C -0.475 5.348 -0.141
C -1.781 4.982 -0.420
C -2.008 3.692 -0.878
N -1.048 2.789 -1.049
H 4.781 -1.223 -2.573
H 5.171 -0.129 -1.238
H 4.282 0.468 -2.646
H 2.375 -2.568 -2.931
H 1.476 -1.093 -3.298
H 0.877 -2.204 -2.067
H 3.854 -3.104 -0.677
H 2.479 -2.925 0.400
H 3.997 -2.088 0.767
H 0.883 2.649 2.083
H 2.316 3.430 1.399
H 2.350 2.814 3.051
H 0.886 0.121 3.244
H 2.481 0.395 3.961
H 2.109 -1.130 3.127
H 4.865 1.370 0.763
H 4.846 -0.098 1.738
H 4.767 1.471 2.528
H 1.902 0.907 -3.517
H 0.946 2.396 -3.502
H 0.192 0.867 -3.038
H 3.932 2.329 -1.851
H 3.553 3.230 -0.391
H 2.933 3.782 -1.957
H 1.558 4.685 -0.117
H -0.242 6.345 0.214
H -2.606 5.671 -0.293
H -3.017 3.369 -1.115
C -2.251 -1.848 -1.538
Ge -2.564 -0.869 0.128
C -3.490 -1.884 1.523
C -3.794 0.597 -0.348
C -0.889 -0.068 0.703
H -3.148 -2.348 -1.908
H -1.459 -2.583 -1.397
H -1.916 -1.126 -2.288
H -4.408 -2.324 1.127
H -2.863 -2.663 1.950
H -3.760 -1.189 2.322
H -4.767 0.204 -0.654
H -3.367 1.168 -1.174
H -3.943 1.270 0.500
H -0.938 0.294 1.736
H -0.749 0.797 0.063
C -2.823 -4.823 -0.012
Si -1.067 -5.153 0.599
C -1.320 -6.625 1.763
C -0.166 -5.708 -0.964
As -0.108 -3.397 1.789
Si 1.686 -4.651 2.652
C 1.197 -5.153 4.406
C 2.191 -6.245 1.759
C 3.383 -3.817 2.814
H -3.292 -5.795 -0.201
H -2.833 -4.263 -0.947
H -3.438 -4.290 0.712
H -1.656 -7.505 1.204
H -2.106 -6.357 2.476
H -0.438 -6.902 2.340
H -0.643 -6.599 -1.390
H 0.889 -5.924 -0.802
H -0.230 -4.906 -1.706
H 0.251 -5.696 4.406
H 1.055 -4.258 5.017
H 1.964 -5.778 4.877
H 1.385 -6.943 1.534
H 2.914 -6.759 2.403
H 2.702 -6.000 0.824
H 3.381 -2.727 2.862
H 4.009 -4.101 1.964
H 3.865 -4.191 3.722
*
```

- relative energy (zero: lowest compared OMol25 entry of this formula, charge and spin) (kcal/mol) = 13.1
- E_LUMO (eV) = 2.661
- electronic energy (eV) = -187531.7907

***

# 2
Here is 12 unconnected molecules or ions with the total composition C18H48F14N11O25PS8 in a non-equilibrium geometry from the OMol25 dataset. Energies are from wB97M-V/def2-TZVPD.

The geometry in ORCA input format:
```
! RIJCOSX wB97M-V def2-TZVPD def2/J DEFGRID3
* xyz 0 1
C 3.099 -2.547 -3.184
C 1.712 -2.697 -3.674
O 0.697 -2.339 -3.210
N 1.592 -3.371 -5.085
H 1.412 -2.644 -5.778
H 2.446 -3.860 -5.349
C 0.514 -4.424 -5.165
H 3.147 -1.733 -2.465
H 3.847 -2.311 -3.946
H 3.437 -3.479 -2.724
H 0.746 -5.197 -4.436
H 0.383 -4.718 -6.201
H -0.419 -4.024 -4.766
C -3.526 4.487 2.714
C -2.172 4.007 3.119
O -1.711 4.166 4.205
N -1.409 3.100 2.183
H -1.377 2.175 2.648
H -1.761 3.037 1.189
C -0.051 3.731 1.923
H -4.038 3.521 2.580
H -3.584 4.951 1.733
H -4.071 4.933 3.537
H 0.349 3.972 2.904
H -0.226 4.640 1.353
H 0.552 3.038 1.343
C -0.968 -0.566 0.787
C -0.056 0.430 0.168
O 0.934 0.901 0.620
N -0.520 0.996 -1.175
H -1.110 0.292 -1.629
H -1.200 1.749 -0.906
C 0.659 1.242 -2.064
H -0.689 -1.020 1.732
H -1.077 -1.440 0.143
H -1.927 -0.046 0.857
H 1.266 0.359 -2.246
H 1.314 1.946 -1.560
H 0.297 1.703 -2.979
C -4.707 -1.481 0.413
C -5.438 -2.743 0.714
O -5.712 -3.113 1.799
N -5.837 -3.649 -0.479
H -6.620 -3.158 -0.911
H -5.053 -3.562 -1.155
C -6.252 -4.993 -0.014
H -4.631 -0.919 1.343
H -5.268 -0.844 -0.273
H -3.687 -1.711 0.103
H -7.246 -4.998 0.422
H -5.575 -5.554 0.622
H -6.358 -5.552 -0.947
C 3.644 5.750 -1.410
C 3.501 4.327 -1.893
O 2.589 3.932 -2.537
N 4.658 3.441 -1.577
H 4.770 2.983 -2.512
H 5.516 3.982 -1.463
C 4.465 2.383 -0.545
H 4.532 6.222 -1.831
H 3.750 5.677 -0.323
H 2.752 6.335 -1.609
H 3.530 1.860 -0.712
H 4.417 2.876 0.429
H 5.310 1.708 -0.448
C 1.487 -1.266 4.386
C 1.962 -0.165 5.288
O 3.070 0.089 5.616
N 0.826 0.719 5.828
H -0.054 0.451 5.356
H 0.657 0.480 6.807
C 1.087 2.160 5.640
H 1.233 -0.845 3.414
H 0.616 -1.795 4.761
H 2.278 -2.006 4.298
H 0.977 2.404 4.589
H 2.051 2.493 6.015
H 0.358 2.731 6.214
P 3.503 -1.477 0.562
F 3.014 -2.564 1.667
F 2.928 -0.265 1.525
F 4.925 -1.545 1.297
F 4.066 -0.410 -0.500
F 3.875 -2.672 -0.457
F 1.985 -1.465 -0.071
N -2.277 2.981 -0.435
S -3.891 2.528 -0.629
O -4.384 2.307 -1.942
O -4.697 3.125 0.381
F -3.701 1.034 -0.127
S -2.351 4.168 -1.496
O -3.391 5.126 -1.310
O -1.993 3.717 -2.807
F -1.028 4.970 -1.064
N 5.334 2.118 -4.099
S 5.079 0.580 -3.935
O 5.572 -0.069 -2.751
O 4.968 -0.167 -5.152
F 3.526 0.686 -3.454
S 7.027 2.135 -3.931
O 7.763 1.477 -4.952
O 7.436 2.271 -2.564
F 7.123 3.660 -4.394
N -3.723 -3.359 -2.389
S -2.298 -3.787 -1.834
O -1.767 -3.132 -0.678
O -1.420 -4.465 -2.751
F -2.875 -5.097 -1.113
S -3.023 -1.936 -3.072
O -2.241 -2.094 -4.266
O -2.596 -0.904 -2.171
F -4.403 -1.409 -3.666
N -1.464 -4.643 3.807
S -2.373 -4.540 2.552
O -2.413 -5.629 1.610
O -2.826 -3.223 2.133
F -3.723 -4.866 3.384
S -0.048 -4.112 3.043
O 0.128 -2.687 2.986
O 0.568 -4.907 2.036
F 0.859 -4.451 4.341
N -2.214 1.372 4.040
O -3.021 1.732 3.148
O -1.049 1.053 3.685
O -2.599 1.229 5.200
*
```

- E_LUMO (eV) = -0.617
- electronic energy (eV) = -221032.2507

***

# 3
Here is a molecular structure, C13H30IO9PSi2 in a non-equilibrium geometry from the OMol25 dataset. Energies are from wB97M-V/def2-TZVPD.

The geometry in ORCA input format:
```
! RIJCOSX wB97M-V def2-TZVPD def2/J DEFGRID3
* xyz 0 1
C 3.167 1.420 3.176
C 2.778 2.238 1.917
O 1.384 2.305 1.688
C 0.804 1.023 1.555
C -0.313 1.024 0.492
O -1.424 0.212 0.958
Si -2.602 0.062 -0.218
O -2.906 -1.505 -0.696
Si -1.683 -2.638 -0.387
C -1.349 -2.939 1.448
C -2.627 -2.842 2.336
C -2.468 -3.683 3.635
I -2.296 -2.370 5.339
C -0.028 -2.267 -1.224
C -0.111 -1.458 -2.530
O 1.082 -1.760 -3.326
C 2.187 -1.390 -2.661
O 3.141 -2.049 -2.613
P -4.574 0.849 0.515
O -5.530 0.695 -0.570
O -4.496 2.415 0.919
O -5.036 0.041 1.871
H 2.430 1.584 3.973
H 3.128 0.355 2.918
H 4.168 1.674 3.536
H 3.266 1.755 1.049
H 3.203 3.241 2.018
H 1.576 0.301 1.248
H 0.343 0.701 2.502
H 0.100 0.528 -0.398
H -0.612 2.045 0.226
H -2.293 0.843 -1.428
H -2.181 -3.926 -0.921
H -0.981 -3.977 1.528
H -0.534 -2.306 1.825
H -3.464 -3.216 1.730
H -2.753 -1.787 2.606
H -1.596 -4.338 3.613
H -3.353 -4.315 3.749
H 0.410 -3.241 -1.493
H 0.640 -1.831 -0.466
H -0.941 -1.776 -3.164
H -0.090 -0.369 -2.381
H 2.232 -0.410 -2.138
H -4.326 2.524 1.871
H -4.624 -0.836 1.785
C 3.988 3.003 -2.814
C 2.550 2.668 -3.121
O 1.836 2.139 -2.297
C 2.038 3.021 -4.494
H 4.221 2.696 -1.795
H 4.649 2.472 -3.501
H 4.148 4.078 -2.902
H 2.615 2.491 -5.254
H 2.114 4.097 -4.655
H 0.994 2.726 -4.577
*
```

- E_LUMO (eV) = 0.286
- electronic energy (eV) = -65544.3594

***

# 4
Here is a molecular structure, C56H34CeCl4N4OS in a non-equilibrium geometry from the OMol25 dataset. Energies are from wB97M-V/def2-TZVPD.

The geometry in ORCA input format:
```
! RIJCOSX wB97M-V def2-TZVPD def2/J DEFGRID3
* xyz 2 1
Ce 0.130 -0.148 0.366
Cl -2.267 6.363 6.900
C -1.950 5.150 5.711
C -0.660 4.665 5.549
C -0.417 3.678 4.611
C -1.445 3.183 3.815
C -2.728 3.696 3.978
C -2.988 4.669 4.924
C -1.175 2.138 2.796
C -1.231 2.557 1.450
C -1.503 3.900 1.011
C -1.596 3.871 -0.344
C -1.403 2.502 -0.756
C -1.590 1.994 -2.063
C -2.187 2.935 -3.030
C -3.320 3.668 -2.672
C -3.862 4.608 -3.526
C -3.287 4.818 -4.772
Cl -3.936 6.005 -5.842
C -2.191 4.064 -5.166
C -1.650 3.131 -4.302
C -1.354 0.665 -2.484
N -0.700 -0.292 -1.753
C -0.731 -1.460 -2.466
C -0.246 -2.711 -2.011
C -0.067 -3.773 -3.020
C 0.768 -3.599 -4.123
C 0.957 -4.619 -5.037
C 0.289 -5.825 -4.868
Cl 0.509 -7.096 -6.014
C -0.560 -6.012 -3.785
C -0.723 -4.994 -2.868
C -0.011 -3.088 -0.668
C 0.512 -4.352 -0.209
C 0.425 -4.357 1.149
C -0.128 -3.086 1.545
N -0.367 -2.344 0.425
C -0.409 -2.678 2.876
C -0.686 -1.364 3.313
C -1.114 -0.971 4.634
C -1.285 0.376 4.617
C -0.992 0.825 3.279
N -0.615 -0.248 2.525
C -0.507 -3.773 3.861
C 0.217 -3.793 5.052
C 0.079 -4.844 5.940
C -0.806 -5.875 5.656
Cl -0.984 -7.180 6.765
C -1.549 -5.861 4.484
C -1.388 -4.822 3.592
C -1.414 -1.226 -3.709
C -1.811 0.076 -3.711
N -1.132 1.744 0.351
H 0.143 5.062 6.150
H 0.586 3.298 4.487
H -3.531 3.320 3.363
H -3.987 5.058 5.051
H -1.615 4.752 1.654
H -1.754 4.704 -1.001
H -3.785 3.484 -1.716
H -4.720 5.187 -3.226
H -1.769 4.209 -6.148
H -0.788 2.559 -4.614
H 1.293 -2.663 -4.252
H 1.619 -4.486 -5.880
H -1.090 -6.945 -3.668
H -1.385 -5.136 -2.028
H 0.913 -5.127 -0.831
H 0.739 -5.139 1.813
H -1.287 -1.638 5.456
H -1.613 1.002 5.422
H 0.912 -2.994 5.266
H 0.651 -4.864 6.854
H -2.253 -6.652 4.280
H -1.966 -4.799 2.679
H -1.623 -1.970 -4.451
H -2.384 0.584 -4.462
O 2.224 -0.556 0.804
S 3.082 0.670 0.775
C 4.435 0.248 -0.335
C 4.475 -1.004 -0.916
C 5.467 -1.279 -1.844
C 6.396 -0.307 -2.174
C 6.353 0.939 -1.566
C 5.366 1.224 -0.639
C 2.276 1.695 -0.493
C 1.965 1.131 -1.734
C 1.495 1.956 -2.747
C 1.343 3.318 -2.519
C 1.635 3.865 -1.279
C 2.108 3.053 -0.258
H 3.734 -1.743 -0.647
H 5.509 -2.249 -2.314
H 7.154 -0.513 -2.912
H 7.079 1.692 -1.822
H 5.304 2.194 -0.171
H 2.182 0.081 -1.937
H 1.283 1.532 -3.718
H 1.011 3.963 -3.318
H 1.514 4.924 -1.110
H 2.383 3.469 0.700
*
```

- E_LUMO (alpha / beta) (eV) = -7.153 / -7.153
- electronic energy (eV) = -140473.7426

***

# 5
Here is a molecular structure, C2H2LaO4 in a non-equilibrium geometry from the OMol25 dataset. Energies are from wB97M-V/def2-TZVPD.

The geometry in ORCA input format:
```
! RIJCOSX wB97M-V def2-TZVPD def2/J DEFGRID3
* xyz 0 2
O -0.784 0.988 1.714
C -1.530 0.090 1.123
O -2.316 -0.657 1.747
O -1.254 -0.074 -0.147
C 2.118 -1.883 0.144
O 2.351 -0.700 0.305
La 0.703 1.379 -0.195
H 2.773 -2.648 0.595
H 1.241 -2.209 -0.449
*
```

- relative energy (zero: lowest compared OMol25 entry of this formula, charge and spin) (kcal/mol) = 13.4
- E_LUMO (alpha / beta) (eV) = -1.345 / -1.283
- electronic energy (eV) = -11154.1774

***

# 6
Here is a molecular structure, C23H43Cl2N4NdO6Si in a non-equilibrium geometry from the OMol25 dataset. Energies are from wB97M-V/def2-TZVPD.

The geometry in ORCA input format:
```
! RIJCOSX wB97M-V def2-TZVPD def2/J DEFGRID3
* xyz 0 4
C -1.556 -0.503 -3.824
C -1.060 -1.668 -3.042
H -1.414 -0.641 -4.893
H -1.062 0.417 -3.511
H -2.628 -0.379 -3.655
C -0.537 -2.773 -3.600
C -0.262 -2.942 -5.066
H -0.304 -3.668 -3.000
H -0.126 -1.984 -5.592
H -1.089 -3.482 -5.554
H 0.637 -3.559 -5.227
Nd 0.246 0.947 0.736
Cl 1.910 3.093 0.929
C -0.517 -2.044 2.530
O 0.306 -1.189 2.135
N -0.160 -3.167 3.169
C 1.253 -3.456 3.413
C -1.106 -4.171 3.642
H -1.602 -1.911 2.368
H 1.835 -2.555 3.212
H 1.580 -4.281 2.763
H 1.357 -3.779 4.456
H -2.137 -3.875 3.415
H -0.983 -4.296 4.728
H -0.890 -5.137 3.166
H 0.952 3.493 6.080
H -1.142 4.991 5.459
C 1.188 3.546 5.013
C -0.778 4.935 4.426
N -0.034 3.696 4.227
H 1.714 2.646 4.695
C -0.470 2.757 3.387
O 0.135 1.692 3.100
H -1.626 4.943 3.735
H -1.444 2.989 2.896
H 1.822 4.425 4.874
H -0.123 5.793 4.234
H 1.408 -0.135 -2.875
H 2.401 -2.997 -2.874
C 2.391 -0.036 -2.394
C 3.223 -2.405 -2.426
N 2.713 -1.257 -1.663
H 2.360 0.789 -1.680
C 2.730 -1.225 -0.316
O 2.378 -0.219 0.339
H 3.794 -3.069 -1.759
H 3.091 -2.154 0.156
H 3.163 0.157 -3.147
H 3.876 -2.047 -3.240
O -0.441 -0.497 -1.079
C -1.240 -1.516 -1.535
C 0.235 -3.342 -0.610
C -1.055 -2.837 -0.791
H 1.093 -2.763 -0.987
C 0.428 -4.610 -0.044
H -2.299 -1.216 -1.396
C -2.157 -3.557 -0.318
H 1.435 -5.033 0.075
C -0.678 -5.368 0.343
C -1.964 -4.839 0.210
H -3.163 -3.135 -0.470
H -0.566 -6.366 0.755
H -2.849 -5.413 0.505
Si -0.308 4.737 -1.588
Cl -0.018 2.573 -1.729
C 1.413 5.471 -1.599
C -1.389 4.927 -0.058
C -1.184 5.660 -3.006
H 2.158 4.664 -1.619
H 1.603 6.101 -0.719
H 1.512 6.083 -2.510
H -0.563 5.746 -3.916
H -1.402 6.707 -2.689
H -2.148 5.203 -3.284
H -1.345 4.024 0.565
H -2.424 5.027 -0.420
H -1.109 5.785 0.572
O -2.131 0.245 1.690
N -2.776 1.199 1.188
O -2.085 2.038 0.518
*
```

- E_LUMO (alpha / beta) (eV) = 0.515 / 0.515
- electronic energy (eV) = -90998.4297